(1)
Here is a molecular structure, C33H64Br2GeIrN2SSi3 from the Open Molecules 2025 dataset. Energies are from ωB97M-V/def2-TZVPD.

Calculated values
- net charge = +3
- DFT total energy (Ha) = -10000.46442
- E_HOMO (Eh) = -0.5482
- LUMO energy (eV) = -9.49

CARTESIAN COORDINATES (ANGSTROEM)
Ir (2.17, -1.03, 1.49)
C (1.28, -2.64, 2.57)
C (2.65, -2.59, 2.96)
C (3.41, -2.77, 1.71)
C (2.45, -3.02, 0.66)
C (1.13, -2.95, 1.17)
C (-0.14, -3.31, 0.45)
C (-0.36, -4.80, 0.79)
C (0.01, -3.15, -1.06)
C (-1.33, -2.49, 0.97)
C (4.91, -2.78, 1.39)
C (5.59, -1.44, 1.71)
C (5.13, -3.05, -0.11)
C (5.56, -3.95, 2.16)
C (3.01, -2.61, 4.44)
C (4.27, -1.84, 4.83)
C (1.85, -2.06, 5.28)
C (3.16, -4.10, 4.80)
H (0.45, -2.49, 3.24)
H (2.70, -3.16, -0.37)
H (0.49, -5.41, 0.49)
H (-1.24, -5.16, 0.25)
H (-0.54, -4.95, 1.86)
H (0.73, -3.85, -1.48)
H (0.32, -2.14, -1.34)
H (-0.95, -3.35, -1.54)
H (-1.41, -2.51, 2.06)
H (-2.25, -2.91, 0.58)
H (-1.28, -1.45, 0.66)
H (5.50, -0.76, 0.86)
H (6.66, -1.61, 1.88)
H (5.19, -0.94, 2.59)
H (4.64, -2.30, -0.74)
H (4.80, -4.05, -0.40)
H (6.20, -2.99, -0.31)
H (5.63, -3.76, 3.23)
H (6.57, -4.08, 1.78)
H (5.02, -4.88, 2.00)
H (4.17, -0.78, 4.61)
H (5.17, -2.22, 4.36)
H (4.41, -1.94, 5.91)
H (1.55, -1.06, 4.98)
H (2.17, -2.00, 6.32)
H (0.97, -2.72, 5.26)
H (3.98, -4.59, 4.28)
H (2.24, -4.65, 4.58)
H (3.35, -4.19, 5.87)
Br (-0.50, 2.02, 0.71)
C (0.02, 0.90, -0.75)
Br (1.90, 0.36, -0.73)
H (-0.12, 1.44, -1.68)
H (-0.55, -0.02, -0.72)
N (5.32, 3.98, 5.23)
C (4.01, 3.97, 4.93)
S (2.94, 5.16, 5.27)
C (3.53, 2.81, 4.13)
C (4.18, 2.40, 2.97)
C (3.61, 1.41, 2.19)
N (2.47, 0.79, 2.53)
C (1.85, 1.17, 3.67)
C (2.33, 2.17, 4.47)
H (5.69, 4.75, 5.76)
H (5.90, 3.16, 5.13)
H (5.10, 2.88, 2.64)
H (4.06, 1.13, 1.24)
H (0.91, 0.68, 3.89)
H (1.78, 2.49, 5.34)
C (-2.87, 7.56, -0.28)
Si (-2.41, 5.94, 0.53)
C (-3.91, 5.03, 1.13)
C (-1.09, 6.10, 1.84)
Ge (-1.41, 4.77, -1.35)
Si (0.39, 5.87, -2.51)
C (1.56, 4.63, -3.27)
C (-0.66, 6.72, -3.81)
C (1.26, 7.08, -1.38)
Si (-2.83, 3.25, -2.58)
C (-4.05, 4.57, -3.12)
C (-1.93, 2.52, -4.04)
C (-3.63, 1.98, -1.48)
H (-3.35, 8.20, 0.46)
H (-3.58, 7.42, -1.10)
H (-2.01, 8.11, -0.67)
H (-4.39, 5.60, 1.93)
H (-3.68, 4.04, 1.53)
H (-4.65, 4.91, 0.33)
H (-1.46, 6.71, 2.67)
H (-0.17, 6.56, 1.47)
H (-0.84, 5.12, 2.25)
H (1.01, 3.87, -3.85)
H (2.17, 4.13, -2.52)
H (2.23, 5.14, -3.96)
H (-1.15, 6.01, -4.47)
H (0.00, 7.34, -4.43)
H (-1.41, 7.39, -3.39)
H (2.00, 6.58, -0.75)
H (0.56, 7.59, -0.72)
H (1.78, 7.84, -1.97)
H (-3.59, 5.48, -3.51)
H (-4.71, 4.85, -2.30)
H (-4.67, 4.16, -3.92)
H (-1.55, 3.30, -4.70)
H (-2.62, 1.91, -4.63)
H (-1.08, 1.88, -3.77)
H (-3.73, 2.32, -0.45)
H (-3.10, 1.02, -1.48)
H (-4.64, 1.78, -1.86)

***

(2)
Here is a molecular structure, C32H33AsMnN4O2S from the Open Molecules 2025 dataset. Energies are from ωB97M-V/def2-TZVPD.

Calculated values
- <S²> = 0.813
- DFT total energy (Ha) = -5393.75421
- spin multiplicity = 2
- E_HOMO (alpha / beta) (Eh) = -0.2514 / -0.2490
- LUMO energy (alpha / beta) (eV) = 0.03 / 0.01

CARTESIAN COORDINATES (ANGSTROEM)
Mn (-0.29, 2.09, -0.28)
N (1.05, 3.50, 0.68)
C (1.12, 3.17, 2.11)
C (-0.30, 2.95, 2.59)
N (-0.92, 1.94, 1.72)
C (-2.39, 1.92, 1.73)
C (-2.86, 0.92, 0.69)
N (-2.24, 1.26, -0.60)
H (0.57, 4.38, 0.53)
H (1.98, 3.56, 0.27)
H (1.68, 2.25, 2.20)
H (1.61, 3.95, 2.70)
H (-0.32, 2.65, 3.64)
H (-0.89, 3.87, 2.48)
H (-0.59, 1.02, 2.02)
H (-2.78, 1.66, 2.72)
H (-2.73, 2.92, 1.47)
H (-2.52, -0.08, 0.96)
H (-3.95, 0.91, 0.64)
H (-2.38, 0.54, -1.31)
H (-2.64, 2.13, -0.95)
S (1.87, 0.89, -0.20)
C (2.31, -0.81, -0.35)
C (3.62, -1.09, -0.77)
C (4.08, -2.39, -0.89)
C (3.24, -3.46, -0.61)
C (1.94, -3.20, -0.19)
C (1.47, -1.90, -0.05)
As (-0.34, -1.52, 0.54)
C (-0.03, -1.17, 2.45)
C (1.21, -0.76, 2.94)
C (1.34, -0.36, 4.27)
C (0.24, -0.37, 5.11)
C (-1.00, -0.79, 4.64)
C (-1.13, -1.18, 3.31)
C (-1.04, -3.34, 0.70)
C (-0.79, -4.18, 1.78)
C (-1.33, -5.46, 1.82)
C (-2.12, -5.91, 0.77)
C (-2.38, -5.08, -0.31)
C (-1.85, -3.80, -0.34)
H (4.28, -0.26, -1.00)
H (5.10, -2.57, -1.22)
H (3.59, -4.48, -0.70)
H (1.29, -4.03, 0.04)
H (2.07, -0.74, 2.29)
H (2.31, -0.05, 4.64)
H (0.35, -0.06, 6.15)
H (-1.86, -0.81, 5.29)
H (-2.10, -1.51, 2.95)
H (-0.16, -3.84, 2.60)
H (-1.12, -6.11, 2.66)
H (-2.54, -6.91, 0.80)
H (-2.99, -5.43, -1.13)
H (-2.06, -3.15, -1.18)
O (-1.34, 5.63, -1.91)
C (-1.07, 4.47, -1.65)
O (-1.29, 3.85, -0.54)
C (-0.42, 3.61, -2.72)
C (-0.22, 4.13, -4.01)
C (0.28, 3.31, -4.97)
C (0.54, 1.96, -4.67)
C (1.00, 1.03, -5.64)
C (1.20, -0.28, -5.31)
C (0.92, -0.73, -4.00)
C (0.48, 0.14, -3.04)
C (0.30, 1.51, -3.35)
N (-0.13, 2.38, -2.37)
H (-0.48, 5.17, -4.18)
H (0.47, 3.67, -5.98)
H (1.19, 1.39, -6.64)
H (1.55, -0.98, -6.05)
H (1.06, -1.77, -3.74)
H (0.27, -0.18, -2.04)

***

(3)
Here is a single C5H8N2O molecule in a non-equilibrium geometry from the Open Molecules 2025 dataset. Energies are from ωB97M-V/def2-TZVPD.

Calculated values
- DFT total energy (Ha) = -379.97207
- E_HOMO (Eh) = -0.3462
- LUMO energy (eV) = 0.86
- structure (SMILES) = C=C[C@H]1CN1C(N)=O

CARTESIAN COORDINATES (ANGSTROEM)
C (-0.68, 0.48, -2.41)
C (0.70, 0.49, -2.09)
C (0.98, 0.54, -0.58)
C (0.49, 1.52, 0.52)
N (-0.29, 0.27, 0.20)
C (-0.32, -0.72, 1.23)
N (-0.55, -1.98, 0.67)
O (-0.19, -0.26, 2.41)
H (-1.45, 0.23, -1.63)
H (-0.89, 0.44, -3.60)
H (1.57, 0.72, -2.70)
H (1.68, -0.22, -0.24)
H (0.04, 2.49, 0.21)
H (0.94, 1.40, 1.61)
H (-0.59, -2.11, -0.36)
H (-0.91, -2.70, 1.32)

***

(4)
Here is 2 unconnected molecules or ions with the total composition C6H6BrCl2O2 in a non-equilibrium geometry from the Open Molecules 2025 dataset. Energies are from ωB97M-V/def2-TZVPD.

Calculated values
- net charge = -1
- DFT total energy (Ha) = -3877.13252
- E_HOMO (Eh) = -0.1188
- LUMO energy (eV) = 3.33

CARTESIAN COORDINATES (ANGSTROEM)
C (-3.55, 0.44, 0.47)
C (-0.77, 0.17, -0.51)
C (0.71, 0.06, -0.13)
C (-0.33, -0.86, 0.44)
C (1.26, 1.18, 0.73)
C (1.78, -0.53, -1.03)
O (-3.82, -0.61, 0.13)
O (-3.37, 1.51, 0.85)
Cl (-0.12, -2.64, 0.21)
Cl (-0.87, -0.64, 2.13)
Br (-1.24, -0.46, -2.31)
H (1.71, 1.95, 0.10)
H (2.02, 0.80, 1.41)
H (0.46, 1.64, 1.31)
H (2.66, -0.83, -0.45)
H (2.08, 0.22, -1.77)
H (1.40, -1.40, -1.57)

***

(5)
Here is a gas-phase ion, C2ClFNO3S (charge -1) in a non-equilibrium geometry from the Open Molecules 2025 dataset. Energies are from ωB97M-V/def2-TZVPD.

Calculated values
- net charge = -1
- DFT total energy (Ha) = -1314.90563
- E_HOMO (Eh) = -0.1765
- LUMO energy (eV) = 3.56
- structure (SMILES) = N#CO[S@](=O)([O-])=C(F)Cl

CARTESIAN COORDINATES (ANGSTROEM)
N (-0.46, -2.49, 2.21)
C (-0.51, -1.66, 1.40)
O (-0.76, -0.86, 0.46)
S (0.19, 0.70, 0.21)
O (1.42, 0.41, 0.90)
O (-0.66, 1.75, 0.71)
C (0.55, 0.30, -1.47)
F (1.29, 1.34, -2.11)
Cl (-1.07, 0.51, -2.31)

***

(6)
Here is 2 unconnected molecules or ions with the total composition C3H5Br2P in a non-equilibrium geometry from the Open Molecules 2025 dataset. Energies are from ωB97M-V/def2-TZVPD.

Calculated values
- DFT total energy (Ha) = -5606.54217
- E_HOMO (alpha / beta) (Eh) = -0.3113 / -0.3174
- LUMO energy (alpha / beta) (eV) = 0.01 / -1.27

CARTESIAN COORDINATES (ANGSTROEM)
C (0.44, 0.20, -2.51)
C (-0.28, 0.16, -1.50)
C (0.90, -0.11, 2.47)
P (-1.93, 0.01, -0.91)
Br (-1.82, 1.55, 0.74)
Br (-1.53, -1.91, 0.06)
H (0.12, 0.01, -3.58)
H (1.52, 0.41, -2.29)
H (1.54, -0.85, 2.84)
H (0.64, 0.07, 1.47)
H (0.38, 0.48, 3.21)

***

(7)
Here is 33 unconnected molecules or ions with the total composition C24H114O45 in a non-equilibrium geometry from the Open Molecules 2025 dataset. Energies are from ωB97M-V/def2-TZVPD.

Calculated values
- DFT total energy (Ha) = -4368.32547
- E_HOMO (Eh) = -0.3120
- LUMO energy (eV) = -0.87

CARTESIAN COORDINATES (ANGSTROEM)
O (-0.36, 0.52, -6.21)
H (-1.02, -0.17, -6.18)
H (-0.79, 1.25, -6.65)
O (1.60, 4.55, -2.10)
H (1.94, 4.90, -2.93)
H (1.71, 5.27, -1.48)
O (-3.90, -1.14, -0.78)
H (-3.78, -1.49, -1.66)
H (-3.06, -0.73, -0.57)
O (-2.32, -4.98, -2.70)
H (-1.93, -5.17, -3.55)
H (-1.60, -5.12, -2.08)
O (3.47, 1.84, -1.68)
H (3.10, 2.54, -2.22)
H (3.21, 1.04, -2.12)
O (4.26, 2.42, 0.84)
H (5.18, 2.42, 0.58)
H (3.79, 2.23, 0.02)
O (-3.78, 2.05, -0.57)
H (-3.39, 1.19, -0.42)
H (-3.05, 2.60, -0.86)
O (-5.29, 4.02, -1.37)
H (-4.85, 3.27, -0.96)
H (-5.88, 3.63, -2.01)
O (-0.88, -1.93, -3.70)
H (-1.65, -2.36, -4.08)
H (-0.17, -2.56, -3.83)
O (-4.45, 3.73, 1.56)
H (-3.97, 3.15, 0.97)
H (-3.92, 3.76, 2.35)
O (0.05, -4.19, 0.20)
H (-0.16, -4.67, 1.00)
H (0.87, -3.74, 0.40)
O (-1.78, 3.19, -1.57)
H (-1.16, 3.81, -1.19)
H (-1.33, 2.87, -2.36)
O (3.38, -3.95, 4.06)
H (3.06, -3.18, 3.59)
H (4.32, -3.81, 4.13)
O (-0.23, -3.05, 4.67)
H (-0.33, -3.95, 4.36)
H (0.69, -2.85, 4.53)
O (2.58, -1.35, 3.20)
H (1.99, -1.29, 2.44)
H (3.04, -0.51, 3.21)
O (-4.28, -3.03, -3.21)
H (-3.89, -3.90, -3.26)
H (-4.66, -2.89, -4.08)
O (-0.20, 2.08, -3.69)
H (-0.24, 1.50, -4.46)
H (0.11, 1.52, -2.98)
O (3.71, -3.09, -4.65)
H (4.50, -3.60, -4.50)
H (4.01, -2.27, -5.04)
O (2.42, -0.25, -6.03)
H (1.48, -0.18, -6.21)
H (2.82, -0.33, -6.90)
O (1.18, -3.76, -3.75)
H (0.81, -4.40, -4.36)
H (2.07, -3.62, -4.06)
O (2.48, -0.15, -3.31)
H (2.16, -0.93, -2.86)
H (2.36, -0.34, -4.24)
C (1.45, -7.13, -3.17)
C (2.73, -7.00, -2.35)
O (3.38, -5.79, -2.72)
O (0.31, -6.22, -2.88)
H (0.98, -8.09, -2.99)
H (1.89, -6.95, -4.15)
H (3.29, -7.91, -2.55)
H (2.58, -7.03, -1.27)
H (3.48, -5.72, -3.67)
H (0.66, -5.47, -2.39)
C (-4.43, 3.32, 4.84)
C (-4.88, 1.86, 4.79)
O (-5.46, 1.60, 3.54)
O (-3.22, 3.55, 4.15)
H (-4.47, 3.66, 5.88)
H (-5.17, 3.95, 4.35)
H (-5.67, 1.64, 5.50)
H (-4.04, 1.20, 5.02)
H (-4.82, 1.30, 2.88)
H (-2.53, 3.03, 4.55)
C (-1.92, -7.48, 4.09)
C (-1.54, -5.99, 3.92)
O (-0.17, -6.00, 3.73)
O (-1.99, -8.27, 2.99)
H (-2.94, -7.51, 4.48)
H (-1.34, -7.93, 4.90)
H (-1.65, -5.40, 4.84)
H (-1.96, -5.46, 3.07)
H (0.15, -6.83, 3.39)
H (-2.70, -8.85, 3.26)
C (4.04, -2.81, -0.66)
C (5.19, -3.78, -0.41)
O (5.77, -4.35, -1.61)
O (2.81, -3.52, -0.75)
H (4.28, -2.31, -1.59)
H (3.94, -2.08, 0.14)
H (4.83, -4.61, 0.19)
H (6.03, -3.26, 0.05)
H (5.26, -5.03, -2.05)
H (2.76, -3.80, -1.67)
C (-4.39, 1.32, -4.01)
C (-4.46, 0.30, -5.20)
O (-3.68, 0.61, -6.29)
O (-5.22, 2.48, -4.17)
H (-3.37, 1.59, -3.74)
H (-4.84, 0.74, -3.20)
H (-5.45, 0.00, -5.53)
H (-4.02, -0.64, -4.87)
H (-4.24, 1.20, -6.80)
H (-4.73, 3.29, -4.34)
C (-2.81, -0.40, 2.50)
C (-3.19, -1.03, 3.77)
O (-2.16, -0.84, 4.81)
O (-3.87, 0.15, 1.77)
H (-2.28, -1.14, 1.90)
H (-2.12, 0.37, 2.85)
H (-3.37, -2.08, 3.56)
H (-4.13, -0.73, 4.23)
H (-1.59, -1.62, 4.75)
H (-4.24, -0.58, 1.28)
C (0.41, 1.12, 5.85)
C (1.10, 1.95, 6.92)
O (0.55, 1.92, 8.17)
O (-0.92, 1.52, 5.57)
H (0.34, 0.13, 6.32)
H (1.01, 1.07, 4.95)
H (1.27, 2.97, 6.56)
H (2.13, 1.59, 7.02)
H (-0.39, 1.76, 8.11)
H (-1.30, 0.77, 5.11)
C (-2.23, 6.14, -0.40)
C (-1.52, 5.54, 0.85)
O (-0.50, 4.61, 0.39)
O (-1.50, 6.73, -1.50)
H (-2.73, 6.98, 0.10)
H (-2.94, 5.36, -0.69)
H (-2.20, 5.25, 1.65)
H (-0.99, 6.32, 1.38)
H (0.10, 5.15, -0.13)
H (-1.25, 7.59, -1.17)
C (6.13, 0.32, 2.90)
C (7.45, -0.42, 2.67)
O (7.74, -1.30, 3.75)
O (6.20, 1.25, 3.90)
H (5.35, -0.42, 3.11)
H (5.91, 0.78, 1.94)
H (8.20, 0.35, 2.50)
H (7.52, -1.00, 1.75)
H (8.15, -2.11, 3.45)
H (7.11, 1.19, 4.18)
C (1.81, 2.96, 2.58)
C (1.31, 4.05, 3.52)
O (2.17, 4.60, 4.52)
O (2.93, 2.30, 3.05)
H (2.27, 3.61, 1.84)
H (1.05, 2.40, 2.04)
H (0.44, 3.60, 4.00)
H (0.90, 4.87, 2.94)
H (3.04, 4.28, 4.29)
H (3.53, 2.21, 2.30)
C (-0.49, 6.43, -4.68)
C (-1.03, 7.40, -5.76)
O (-2.38, 7.38, -6.02)
O (-0.35, 5.08, -5.20)
H (-1.22, 6.29, -3.89)
H (0.34, 6.77, -4.07)
H (-0.55, 7.25, -6.74)
H (-0.74, 8.37, -5.36)
H (-2.75, 6.69, -6.58)
H (-0.23, 4.48, -4.47)
C (-0.31, 0.03, -0.56)
C (0.93, -0.73, 0.08)
O (0.40, -1.48, 1.23)
O (-1.23, -0.81, -1.30)
H (0.06, 0.78, -1.25)
H (-0.83, 0.76, 0.07)
H (1.76, -0.06, 0.34)
H (1.40, -1.40, -0.64)
H (-0.35, -2.00, 0.95)
H (-0.85, -1.18, -2.10)